Density functional theory data (the ωB97M-V functional and the def2-TZVPD basis) for C21H27N3O2 in the gas phase at a distorted geometry.

CARTESIAN COORDINATES (ANGSTROEM)
C1 0.99 -1.18 5.19
C2 1.06 -0.31 3.94
C3 2.34 -0.59 3.19
C4 3.42 0.26 3.32
C5 4.65 -0.02 2.75
C6 4.81 -1.19 2.03
C7 3.74 -2.05 1.87
C8 2.50 -1.76 2.43
N1 1.44 -2.67 2.24
C9 0.29 -2.46 1.52
O1 -0.52 -3.35 1.37
N2 0.13 -1.20 1.02
C10 -1.00 -0.84 0.20
C11 -0.59 -0.68 -1.27
C12 -1.72 -0.05 -2.08
C13 -3.06 -0.80 -1.89
C14 -3.70 -0.10 -0.68
C15 -2.66 0.99 -0.30
C16 -1.64 0.46 0.70
N3 -1.93 1.28 -1.53
C17 -2.61 2.21 -2.42
C18 -1.73 2.56 -3.57
C19 -1.74 2.16 -4.88
C20 -0.64 2.80 -5.50
C21 -0.04 3.54 -4.53
O2 -0.69 3.40 -3.36
H1 0.09 -0.94 5.76
H2 0.96 -2.23 4.92
H3 1.86 -1.00 5.83
H4 0.19 -0.51 3.32
H5 1.04 0.74 4.22
H6 3.30 1.16 3.91
H7 5.47 0.66 2.87
H8 5.77 -1.43 1.59
H9 3.86 -2.96 1.30
H10 1.66 -3.64 2.37
H11 0.92 -0.57 1.04
H12 -1.70 -1.67 0.30
H13 -0.32 -1.66 -1.69
H14 0.28 -0.03 -1.34
H15 -1.43 0.02 -3.13
H16 -2.89 -1.86 -1.71
H17 -3.68 -0.70 -2.78
H18 -3.88 -0.77 0.15
H19 -4.64 0.37 -0.96
H20 -3.13 1.89 0.09
H21 -2.11 0.29 1.67
H22 -0.86 1.22 0.82
H23 -2.82 3.12 -1.85
H24 -3.56 1.82 -2.82
H25 -2.44 1.50 -5.34
H26 -0.34 2.72 -6.53
H27 0.81 4.18 -4.54

Properties
SMILES: CCc1ccccc1NC(=O)N[C@@H]1C[C@H]2CC[C@@H](C1)N2Cc1ccco1
Kohn-Sham gap, Eh: 0.34425

Löwdin atomic charge list, values in e, 8 entries: -0.082, -0.198, -0.192, -0.038, -0.085, -0.087, -0.018, -0.221



Density functional theory data (the ωB97M-V functional and the def2-TZVPD basis) for a 2-piece molecular cluster, C21H27N3O4 overall at a distorted geometry.

CARTESIAN COORDINATES (ANGSTROEM)
C1 0.77 -4.75 -1.48
C2 1.53 -3.59 -0.86
C3 2.70 -4.04 0.02
O1 2.08 -2.73 -1.87
C4 1.20 -1.99 -2.62
O2 1.58 -1.45 -3.63
C5 -0.17 -1.80 -2.06
C6 -1.01 -0.95 -2.73
C7 -2.35 -0.60 -2.29
C8 -3.22 -1.54 -1.68
C9 -4.47 -1.15 -1.23
C10 -4.88 0.19 -1.34
C11 -4.04 1.12 -1.96
C12 -2.80 0.72 -2.47
C13 -0.29 -2.01 -0.58
O3 -1.09 -1.45 0.13
O4 0.67 -2.80 0.00
H1 -0.05 -4.39 -2.12
H2 1.47 -5.35 -2.06
H3 0.37 -5.37 -0.67
H4 3.22 -3.18 0.45
H5 2.32 -4.66 0.84
H6 3.40 -4.63 -0.57
H7 -0.62 -0.53 -3.65
H8 -2.89 -2.58 -1.58
H9 -5.13 -1.90 -0.78
H10 -5.85 0.50 -0.95
H11 -4.34 2.17 -2.05
H12 -2.13 1.42 -2.97
C14 1.80 0.95 -0.66
N1 1.90 1.61 0.62
C15 3.12 1.51 1.37
C16 3.22 2.69 2.31
C17 2.00 2.78 3.17
N2 0.78 2.65 2.39
C18 -0.43 3.22 2.97
C19 -1.62 2.45 2.48
C20 -1.62 2.34 0.96
N3 -0.35 1.94 0.43
C21 0.73 2.08 1.15
H13 0.79 1.18 -1.04
H14 2.56 1.30 -1.36
H15 1.89 -0.14 -0.55
H16 3.15 0.57 1.96
H17 3.96 1.49 0.67
H18 4.10 2.59 2.94
H19 3.33 3.61 1.72
H20 2.03 1.99 3.93
H21 1.97 3.74 3.71
H22 -0.35 3.19 4.06
H23 -0.52 4.28 2.66
H24 -1.60 1.44 2.90
H25 -2.54 2.93 2.82
H26 -2.34 1.58 0.63
H27 -1.93 3.31 0.52

Properties
SMILES: CC1(C)OC(=O)C(=Cc2ccccc2)C(=O)O1.CN1CCCN2CCCN=C12
Kohn-Sham gap, Eh: 0.24793

Löwdin atomic charge list, values in e, 8 entries: 0.024, -0.527, 0.022, 0.071, -0.420, 0.118, -0.045, 0.083



Density functional theory data (the ωB97M-V functional and the def2-TZVPD basis) for C21H27N3O5PtSSi2 as an isolated structure.

CARTESIAN COORDINATES (ANGSTROEM)
Pt1 -0.46 0.48 0.36
C1 1.61 0.20 -2.63
Si1 1.19 1.21 -1.07
C2 2.89 1.45 -0.25
C3 0.77 2.95 -1.73
C4 1.51 3.64 -2.70
C5 1.16 4.92 -3.10
C6 0.06 5.54 -2.52
C7 -0.67 4.87 -1.54
C8 -0.34 3.57 -1.13
Si2 -1.26 2.64 0.32
C9 -3.04 2.94 -0.30
C10 -0.72 3.85 1.68
H1 2.19 0.82 -3.32
H2 0.71 -0.15 -3.13
H3 2.22 -0.68 -2.39
H4 3.65 1.67 -1.00
H5 3.20 0.57 0.32
H6 2.85 2.30 0.44
H7 2.37 3.16 -3.16
H8 1.74 5.44 -3.86
H9 -0.23 6.54 -2.82
H10 -1.52 5.37 -1.09
H11 -3.30 4.00 -0.25
H12 -3.78 2.38 0.27
H13 -3.10 2.64 -1.35
H14 -1.22 4.82 1.55
H15 0.36 4.03 1.59
H16 -0.93 3.48 2.68
C11 -3.54 -2.96 2.96
C12 -2.57 -1.99 2.34
N1 -1.46 -2.34 1.82
O1 -1.21 -3.72 1.89
C13 -2.90 -0.56 2.40
C14 -4.11 -0.14 3.20
N2 -2.15 0.34 1.84
O2 -2.48 1.59 2.06
H17 -3.20 -3.98 2.83
H18 -4.53 -2.85 2.52
H19 -3.64 -2.76 4.03
H20 -0.24 -3.72 1.96
H21 -4.07 -0.48 4.23
H22 -5.04 -0.54 2.76
H23 -4.16 0.95 3.19
O3 -0.23 -2.19 -1.49
C15 0.72 -2.39 -0.76
N3 1.06 -1.69 0.36
S1 2.20 -2.43 1.20
O4 1.66 -3.17 2.32
O5 3.34 -1.59 1.50
C16 2.63 -3.64 -0.03
C17 3.63 -4.60 -0.06
C18 3.67 -5.44 -1.16
C19 2.73 -5.33 -2.19
C20 1.73 -4.37 -2.14
C21 1.70 -3.52 -1.04
H24 4.35 -4.68 0.75
H25 4.44 -6.20 -1.22
H26 2.78 -6.00 -3.04
H27 0.99 -4.26 -2.92

Properties
Charge: -2
Kohn-Sham gap, Eh: 0.22908

Löwdin atomic charge list, values in e, 8 entries: 0.619, -0.227, 0.373, -0.224, -0.305, -0.124, -0.139, -0.137



What is the Kohn-Sham gap in the second record?
0.24793 Eh



Among the records above, which one has the highest Kohn-Sham gap?
C21H27N3O2



Copy entry 1 word for word.
Density functional theory data (the ωB97M-V functional and the def2-TZVPD basis) for C21H27N3O2 in the gas phase at a distorted geometry.

CARTESIAN COORDINATES (ANGSTROEM)
C1 0.99 -1.18 5.19
C2 1.06 -0.31 3.94
C3 2.34 -0.59 3.19
C4 3.42 0.26 3.32
C5 4.65 -0.02 2.75
C6 4.81 -1.19 2.03
C7 3.74 -2.05 1.87
C8 2.50 -1.76 2.43
N1 1.44 -2.67 2.24
C9 0.29 -2.46 1.52
O1 -0.52 -3.35 1.37
N2 0.13 -1.20 1.02
C10 -1.00 -0.84 0.20
C11 -0.59 -0.68 -1.27
C12 -1.72 -0.05 -2.08
C13 -3.06 -0.80 -1.89
C14 -3.70 -0.10 -0.68
C15 -2.66 0.99 -0.30
C16 -1.64 0.46 0.70
N3 -1.93 1.28 -1.53
C17 -2.61 2.21 -2.42
C18 -1.73 2.56 -3.57
C19 -1.74 2.16 -4.88
C20 -0.64 2.80 -5.50
C21 -0.04 3.54 -4.53
O2 -0.69 3.40 -3.36
H1 0.09 -0.94 5.76
H2 0.96 -2.23 4.92
H3 1.86 -1.00 5.83
H4 0.19 -0.51 3.32
H5 1.04 0.74 4.22
H6 3.30 1.16 3.91
H7 5.47 0.66 2.87
H8 5.77 -1.43 1.59
H9 3.86 -2.96 1.30
H10 1.66 -3.64 2.37
H11 0.92 -0.57 1.04
H12 -1.70 -1.67 0.30
H13 -0.32 -1.66 -1.69
H14 0.28 -0.03 -1.34
H15 -1.43 0.02 -3.13
H16 -2.89 -1.86 -1.71
H17 -3.68 -0.70 -2.78
H18 -3.88 -0.77 0.15
H19 -4.64 0.37 -0.96
H20 -3.13 1.89 0.09
H21 -2.11 0.29 1.67
H22 -0.86 1.22 0.82
H23 -2.82 3.12 -1.85
H24 -3.56 1.82 -2.82
H25 -2.44 1.50 -5.34
H26 -0.34 2.72 -6.53
H27 0.81 4.18 -4.54

Properties
SMILES: CCc1ccccc1NC(=O)N[C@@H]1C[C@H]2CC[C@@H](C1)N2Cc1ccco1
Kohn-Sham gap, Eh: 0.34425

Löwdin atomic charge list, values in e, 8 entries: -0.082, -0.198, -0.192, -0.038, -0.085, -0.087, -0.018, -0.221